{"formula": "C30H47BIrO2P2", "method": "the ωB97M-V functional and the def2-TZVPD basis", "homo_ha": [-0.2727, -0.3782], "multiplicity": 5, "s_squared": 6.043, "charge": 1, "gap_ev": [4.42, 5.06], "elements": ["Ir", "C", "C", "C", "C", "C", "C", "H", "H", "H", "C", "H", "H", "H", "C", "H", "H", "H", "C", "H", "H", "H", "C", "H", "H", "H", "C", "C", "C", "C", "C", "C", "C", "C", "H", "H", "H", "H", "H", "H", "H", "H", "H", "H", "H", "H", "P", "P", "C", "C", "H", "H", "H", "H", "C", "H", "H", "H", "C", "H", "H", "H", "C", "H", "H", "H", "C", "H", "H", "H", "O", "B", "O", "C", "C", "C", "C", "C", "C", "H", "H", "H", "H"], "coordinates": [[-0.251, 0.725, 0.172], [2.146, 0.603, 1.310], [0.815, 0.742, 2.073], [1.878, -1.340, 2.522], [2.658, -0.675, 1.528], [0.825, -0.519, 2.899], [2.990, 1.730, 0.859], [2.468, 2.692, 0.836], [3.405, 1.541, -0.144], [3.823, 1.835, 1.571], [3.997, -1.127, 1.086], [4.337, -0.560, 0.209], [3.996, -2.197, 0.836], [4.713, -0.958, 1.912], [2.339, -2.576, 3.204], [3.212, -2.344, 3.843], [2.658, -3.330, 2.468], [1.552, -3.010, 3.836], [0.159, -0.656, 4.218], [0.885, -0.415, 5.024], [-0.176, -1.687, 4.422], [-0.695, 0.025, 4.336], [0.652, 1.987, 2.895], [1.429, 2.000, 3.667], [-0.318, 2.018, 3.390], [0.757, 2.905, 2.321], [-1.712, 2.003, -3.077], [-1.099, 3.164, -2.458], [-1.963, 4.243, -1.946], [-2.935, 3.778, -0.829], [-2.581, 2.472, -0.202], [-3.109, 1.309, -0.643], [-3.912, 1.247, -1.921], [-3.228, 1.884, -3.131], [-2.526, 4.694, -2.775], [-3.956, 3.741, -1.233], [-1.327, 5.033, -1.536], [-3.590, 2.908, -3.263], [-1.302, 1.849, -4.096], [-0.156, 3.474, -2.915], [-3.485, 1.302, -4.027], [-4.208, 0.204, -2.124], [-3.502, 0.569, 0.079], [-4.865, 1.784, -1.761], [-2.936, 4.556, -0.068], [-2.033, 2.531, 0.751], [-0.859, 0.920, -1.919], [-1.690, -0.940, 0.877], [-1.590, -0.762, -2.114], [-2.177, -1.472, -0.862], [-0.742, -1.334, -2.525], [-2.335, -0.691, -2.923], [-3.277, -1.449, -0.883], [-1.866, -2.525, -0.917], [-1.464, -2.493, 1.791], [-1.245, -2.268, 2.837], [-0.638, -3.063, 1.371], [-2.390, -3.080, 1.720], [-2.820, -0.139, 2.086], [-3.832, -0.535, 1.959], [-2.825, 0.947, 1.967], [-2.477, -0.373, 3.098], [0.677, 0.945, -2.865], [1.433, 1.515, -2.332], [0.490, 1.431, -3.815], [1.042, -0.064, -3.003], [0.309, 2.665, -0.442], [0.759, 2.569, 0.539], [-0.384, 3.508, -0.369], [1.063, 2.803, -1.220], [1.929, -1.147, -1.441], [0.881, -0.979, -0.407], [0.665, -2.364, 0.006], [1.495, -3.231, -0.660], [1.782, -4.568, -0.372], [2.799, -5.172, -1.116], [3.512, -4.445, -2.080], [3.254, -3.080, -2.312], [2.236, -2.488, -1.576], [1.254, -5.102, 0.418], [3.052, -6.227, -0.936], [4.301, -4.956, -2.654], [3.847, -2.513, -3.042]], "mulliken_charge": [1.016, 0.269, 2.173, 1.272, 0.783, 0.228, -2.507, 0.602, 0.399, 0.380, -1.834, 0.424, 0.344, 0.434, -1.884, 0.361, 0.355, 0.422, -2.202, 0.380, 0.497, 0.383, -1.947, 0.449, 0.376, 0.285, 0.709, -0.725, -1.422, -1.585, -0.306, -0.291, -1.106, -1.543, 0.479, 0.346, 0.495, 0.291, 0.619, 0.448, 0.524, 0.221, 0.574, 0.702, 0.422, 0.923, 0.261, 0.714, -1.075, -1.364, 0.614, 0.950, 0.600, 0.562, -1.072, 0.388, -0.115, 0.607, -1.333, 0.511, 0.233, 0.517, -1.179, 0.327, 0.577, 0.365, -0.853, -1.688, 0.760, 0.649, -0.511, 0.698, 0.377, 0.550, -1.048, -0.685, -0.601, -1.224, 0.469, 0.490, 0.408, 0.392, 0.497]}

{"formula": "C30H47Br36N2O4", "method": "the ωB97M-V functional and the def2-TZVPD basis", "homo_ha": -0.1906, "multiplicity": 1, "charge": -1, "gap_ev": 6.02, "elements": ["C", "O", "C", "C", "C", "C", "C", "C", "C", "C", "C", "C", "C", "C", "C", "C", "O", "O", "N", "N", "C", "C", "C", "O", "H", "H", "H", "H", "H", "H", "H", "H", "H", "H", "H", "H", "H", "H", "H", "H", "H", "H", "H", "H", "H", "H", "H", "H", "H", "H", "H", "H", "H", "H", "H", "H", "H", "H", "H", "C", "Br", "Br", "Br", "H", "C", "Br", "Br", "Br", "H", "C", "Br", "Br", "Br", "H", "C", "Br", "Br", "Br", "H", "C", "Br", "Br", "Br", "H", "C", "Br", "Br", "Br", "H", "C", "Br", "Br", "Br", "H", "C", "Br", "Br", "Br", "H", "C", "Br", "Br", "Br", "H", "C", "Br", "Br", "Br", "H", "C", "Br", "Br", "Br", "H", "C", "Br", "Br", "Br", "H"], "coordinates": [[7.619, -3.056, -0.072], [8.032, -1.947, -0.840], [7.919, -0.685, -0.162], [9.114, 0.153, -0.596], [8.968, 1.680, -0.576], [7.650, 2.217, -1.172], [6.585, 2.530, -0.103], [5.174, 2.532, -0.681], [4.126, 3.286, 0.179], [3.093, 2.415, 0.922], [1.719, 2.446, 0.239], [0.631, 1.702, 1.053], [-0.786, 2.329, 0.892], [-1.781, 1.407, 0.135], [-3.168, 1.350, 0.774], [-3.181, 0.952, 2.288], [-2.109, 0.683, 2.906], [-4.326, 0.956, 2.775], [-4.137, 0.474, 0.076], [-3.565, -0.691, -0.509], [-4.988, 1.162, -0.874], [-6.157, 0.223, -1.153], [-7.631, 0.908, -1.066], [-6.803, 0.350, -2.307], [7.562, -3.911, -0.753], [6.624, -2.939, 0.379], [8.348, -3.303, 0.713], [7.905, -0.858, 0.922], [6.945, -0.258, -0.432], [9.435, -0.214, -1.574], [9.926, -0.095, 0.099], [9.142, 2.118, 0.412], [9.778, 2.058, -1.212], [7.806, 3.131, -1.749], [7.269, 1.428, -1.833], [6.670, 1.895, 0.786], [6.805, 3.553, 0.234], [5.147, 2.964, -1.686], [4.853, 1.485, -0.779], [3.607, 3.995, -0.474], [4.664, 3.871, 0.934], [2.992, 2.699, 1.974], [3.420, 1.367, 0.917], [1.404, 3.471, 0.017], [1.866, 1.952, -0.724], [0.954, 1.715, 2.099], [0.606, 0.644, 0.776], [-1.151, 2.524, 1.903], [-0.659, 3.303, 0.409], [-1.870, 1.806, -0.889], [-1.315, 0.426, 0.044], [-3.571, 2.367, 0.769], [-3.995, -1.489, -0.045], [-3.741, -0.738, -1.512], [-4.512, 1.329, -1.862], [-5.440, 2.056, -0.460], [-6.081, -0.788, -0.757], [-7.923, 0.025, -0.407], [-8.564, 0.820, -1.637], [7.611, 6.604, 2.070], [8.598, 4.997, 2.463], [8.230, 7.444, 0.453], [5.717, 6.286, 2.023], [7.798, 7.297, 2.877], [-1.163, -3.387, 3.135], [-0.555, -4.687, 4.424], [0.286, -2.751, 2.044], [-2.611, -4.086, 2.078], [-1.552, -2.541, 3.687], [0.595, 1.211, -4.758], [0.482, 3.135, -4.793], [2.425, 0.610, -4.845], [-0.313, 0.476, -3.238], [0.097, 0.845, -5.645], [-11.956, 1.621, 0.171], [-11.821, 1.960, -1.714], [-11.904, -0.276, 0.501], [-10.596, 2.553, 1.157], [-12.912, 1.988, 0.517], [-0.407, -3.942, -1.836], [-1.730, -2.665, -1.270], [-1.056, -5.133, -3.212], [1.192, -3.030, -2.384], [-0.160, -4.553, -0.978], [-1.045, -0.301, 7.252], [-2.078, 0.869, 8.390], [-1.435, -0.013, 5.389], [0.843, -0.144, 7.647], [-1.333, -1.312, 7.507], [6.629, 11.019, 2.628], [7.740, 9.948, 3.781], [7.681, 11.996, 1.346], [5.242, 9.995, 1.774], [6.142, 11.746, 3.261], [7.269, -5.832, 3.421], [5.727, -5.399, 4.476], [6.783, -6.713, 1.778], [8.360, -4.281, 3.086], [7.868, -6.527, 3.992], [-8.181, -3.924, -0.423], [-9.576, -2.762, 0.211], [-8.742, -4.981, -1.934], [-6.563, -2.956, -0.819], [-7.959, -4.611, 0.382], [-8.113, 0.538, -4.451], [-9.515, -0.630, -3.837], [-7.732, 0.263, -6.321], [-8.490, 2.387, -4.068], [-7.223, 0.277, -3.896], [-5.852, -7.487, -0.253], [-5.977, -7.258, -2.155], [-5.660, -9.339, 0.245], [-4.460, -6.397, 0.498], [-6.789, -7.143, 0.163], [-6.927, -8.636, -5.651], [-8.354, -7.474, -5.093], [-7.446, -9.735, -7.144], [-5.318, -7.648, -6.015], [-6.714, -9.300, -4.824]], "mulliken_charge": [-0.565, -0.428, -0.104, -0.760, -0.644, -0.985, 0.154, -0.834, -0.082, -0.743, -0.606, -0.600, -0.841, -0.392, -0.400, 0.049, -0.647, -0.801, 0.055, -0.037, -1.119, 1.964, -1.248, -0.194, 0.247, 0.370, 0.119, 0.322, 0.123, 0.338, 0.256, 0.285, 0.326, 0.515, 0.414, 0.170, 0.037, 0.360, 0.321, 0.534, -0.421, 0.468, 0.236, 0.429, 0.044, 0.440, 0.227, 0.341, 0.565, 0.515, 0.131, 0.298, 0.073, 0.311, 0.164, 0.588, -0.742, 0.104, 0.220, -0.068, -0.045, 0.017, 0.051, 0.022, -0.017, -0.071, -0.022, -0.023, 0.016, -0.463, -0.054, -0.045, 0.093, 0.414, -0.380, 0.014, -0.010, 0.006, 0.343, -0.293, 0.207, -0.088, -0.057, 0.309, -0.368, -0.077, 0.280, -0.083, 0.299, -0.311, -0.016, -0.008, 0.004, 0.345, -0.314, 0.017, -0.024, 0.001, 0.323, -0.458, 0.005, 0.027, 0.247, 0.312, 0.202, -0.044, -0.068, -0.052, 0.007, -0.378, 0.082, -0.051, 0.108, 0.253, -0.362, 0.028, -0.062, 0.006, 0.349]}

Record order is preserved below.
Energy above the lowest of the compared OMol25 structures with the same formula, charge and spin: 94.5, 0.0 kcal per mole
Record order is preserved below.
DFT total energy: -2133.2020, -94245.9588 Eh